No. 1
6
Properties=species:S:1:pos:R:3 method="wB97M-V/def2-TZVPD" e_above_lowest_kj_mol=492.5 energy_ev=-7009.606 charge=-1 fmax_ha_per_bohr=0.049 multiplicity=1
N -2.66261 -0.50372 -0.03313
N 1.77890 -0.85851 0.40070
N 1.12412 0.66959 0.21090
N 2.14969 0.11103 -0.38552
C -1.63901 0.01136 -0.00357
H -0.75108 0.57026 -0.18938

No. 2
60
Properties=species:S:1:pos:R:3 method="wB97M-V/def2-TZVPD" e_above_lowest_kj_mol=0.0 energy_ev=-45471.680 charge=+2 s2=2.484 fmax_ha_per_bohr=0.192 multiplicity=3
Mo 2.00416 -0.58874 0.17178
P 1.30668 -2.26127 -0.96603
P 1.42800 0.83662 -1.44685
F 0.29091 2.20202 5.22463
C -1.76845 0.19845 0.67546
C 0.89224 -1.57435 -2.64293
C -3.37677 1.39485 -1.50160
C 0.86619 1.25230 4.41113
C -4.08284 -0.46600 0.17224
C 0.49145 -0.60656 2.94857
C -3.00118 -0.58713 0.95175
C 2.83311 -3.11093 -1.46662
C 2.43602 2.34041 -1.48497
C 1.81190 -0.37716 -2.88203
C -1.70385 1.65244 1.20038
C 2.51466 -2.34330 1.52829
C 0.12393 0.10879 4.10148
C 1.56144 -0.11893 2.19469
C -1.80983 2.64269 0.05278
C -4.44283 0.78500 -0.56268
C -2.67642 2.60653 -0.95363
C -0.15023 -3.27690 -0.69102
C 0.14710 1.66205 -2.47043
C 2.48215 0.82450 2.69299
C 2.09934 1.56552 3.83402
H -1.60401 0.23726 -0.39954
H 0.65487 1.86097 -3.41083
H 3.60009 -2.97571 -0.68651
H -0.18560 -1.31256 -2.61639
H 3.49578 2.16215 -1.30241
H -3.91043 1.70504 -2.42438
H -1.06828 3.45160 0.10376
H -0.00783 -1.52251 2.63248
H 3.13413 -3.16205 1.20054
H -0.03348 -3.82065 0.24655
H 2.71240 2.37156 4.23619
H -2.93895 -1.32043 1.76307
H 3.44299 0.94527 2.20834
H 2.88014 -0.63370 -2.93185
H 1.53114 0.15576 -3.78935
H -2.67482 0.61137 -1.80493
H -1.02112 -2.61490 -0.62691
H 2.93714 -1.95369 2.48074
H -2.45034 1.76705 2.00236
H 2.57422 -4.15134 -1.59221
H -4.81968 -1.28168 0.08001
H -0.72805 1.84656 1.66361
H 1.01536 -2.39865 -3.34309
H -0.10912 2.63461 -2.05076
H -0.94706 -0.37367 1.10235
H -0.73427 -0.17765 4.69744
H 1.99396 2.99655 -0.72466
H -0.26494 -3.95288 -1.53567
H -2.92814 3.56028 -1.45715
H -4.76334 1.57396 0.13811
H 3.21937 -2.66725 -2.41462
H -5.32259 0.52988 -1.18381
H 1.52205 -2.72822 1.82127
H -0.75534 1.09769 -2.69406
H 2.27687 2.77906 -2.47907

No. 3
17
Properties=species:S:1:pos:R:3 method="wB97M-V/def2-TZVPD" e_above_lowest_kj_mol=47.5 energy_ev=-6836.922 charge=+1 fmax_ha_per_bohr=0.048 multiplicity=1
O -1.42273 1.39143 2.76627
N -0.36909 0.79885 -0.09557
C 0.74994 -0.19034 -0.47396
C 0.99154 -0.16381 -1.94985
C 0.23402 -1.53355 -0.01187
H 0.17633 -1.74909 1.05059
H -0.28082 1.74725 -0.47013
H -0.58213 -1.94671 -0.61301
H -0.34116 0.97720 0.92200
H -1.22005 1.42865 3.71111
H -2.38028 1.29280 2.77622
H -1.29366 0.42056 -0.28685
H 1.56957 -1.01226 -2.30150
H 1.56135 0.12399 0.16777
H 1.52870 0.72324 -2.30089
H 0.97313 -2.29302 -0.32115
H 0.10535 -0.01519 -2.56919

No. 4
41
Properties=species:S:1:pos:R:3 method="wB97M-V/def2-TZVPD" energy_ev=-62983.403 charge=+1 s2=0.753 fmax_ha_per_bohr=0.040 multiplicity=2
Ti -0.82363 0.11558 -0.20649
S 0.66008 1.96600 0.06561
O -0.40180 -1.63130 0.16338
O -4.41909 -3.91549 1.60984
O -1.05614 -0.15887 -2.12222
O -1.89914 0.22364 1.25905
O -1.93191 -4.29558 0.00029
O -4.51865 -1.04892 2.37203
N 2.87078 2.16404 1.57569
N 2.07747 0.13305 1.54606
C 1.23082 -0.95073 -2.46438
C -2.38098 0.08742 -2.68215
C 1.91141 1.38008 1.10828
C -3.01606 1.20504 -1.87913
C -2.29081 -3.30368 0.55957
C 3.04677 3.58583 1.31863
C 3.82409 1.42271 2.41068
C 3.23283 0.00227 2.44188
C -1.61969 -1.98529 0.61781
C -2.38332 -1.02416 1.23182
C -3.65056 -1.59544 1.76625
C -3.60071 -3.09365 1.36128
C -0.21601 -1.10625 -2.87003
H 1.42639 -0.61453 1.37034
H 3.92894 -0.73905 2.06033
H -0.32530 -0.86601 -3.92447
H 1.84440 -1.54635 -3.14028
H 1.41660 -1.31562 -1.45710
H 3.88597 1.87976 3.39655
H -3.30989 0.89040 -0.87776
H -3.92180 1.54883 -2.37544
H -2.25013 0.38043 -3.71948
H 3.25105 4.09373 2.25978
H 4.81374 1.45087 1.95564
H 1.54532 0.08820 -2.54940
H 2.14164 3.99743 0.88561
H 2.91510 -0.29606 3.43775
H -0.59168 -2.10734 -2.67874
H -2.95808 -0.83253 -2.64116
H -2.33829 2.05804 -1.82177
H 3.88028 3.75349 0.63582

No. 5
9
Properties=species:S:1:pos:R:3 method="wB97M-V/def2-TZVPD" e_above_lowest_kj_mol=411.6 energy_ev=-48300.387 fmax_ha_per_bohr=0.052 smiles="O=S(Cl)#[PH]CCl" multiplicity=1
Cl 2.67823 1.49068 -0.31910
Cl -2.81426 0.11044 -0.37415
S 1.70977 -0.28235 0.39242
P -0.06718 -0.34758 -0.96556
O 2.64102 -1.37499 0.07945
C -1.27782 0.46320 0.29279
H -0.38017 -1.86601 -0.78971
H -1.19897 1.58662 0.38535
H -1.29061 0.21998 1.29850

No. 6
11
Properties=species:S:1:pos:R:3 method="wB97M-V/def2-TZVPD" e_above_lowest_kj_mol=45.4 energy_ev=-27024.870 fmax_ha_per_bohr=0.088 multiplicity=1
S 1.06877 -1.26126 -0.30112
F 2.10624 1.95475 0.06183
F -0.93760 2.49223 0.45253
O 1.34783 -1.84277 -1.54477
O -2.42122 0.35143 0.23368
O 1.53465 -1.98574 0.83557
N -0.71916 -0.98832 -0.09024
C -0.24942 1.30795 0.28505
C -1.21435 0.21883 0.21930
C 1.05564 1.22326 0.20357
H -1.57137 -1.47037 -0.35539